# 1
15
Properties=species:S:1:pos:R:3:forces:R:3:nbo_charge:R:1 method="wB97M-V/def2-TZVPD" homo_ev=-8.35 smiles="[H]/N=C/C(N)=C=CC" lumo_energy_ev=0.91 e_tot_ev=-8292.758
H -0.023473 3.232907 0.838224 0.0 -0.1 0.0 0.3358
N 0.086880 2.235101 0.657553 -0.4 0.1 -0.1 -0.5940
C -1.028734 1.719936 0.328228 0.2 0.0 0.0 0.1040
C -1.142030 0.277965 0.001536 0.3 0.0 0.0 -0.0096
N -2.455530 -0.248942 -0.019533 0.0 -0.2 0.2 -0.8064
C -0.053310 -0.393633 -0.317187 0.0 0.0 -0.1 0.0592
C 1.023257 -0.949909 -0.802698 -0.1 0.1 0.0 -0.2319
C 2.245624 -1.366544 -0.029031 0.0 -0.1 0.1 -0.6301
H -1.977596 2.273884 0.291039 0.1 0.0 0.0 0.1593
H -2.961307 -0.141279 0.852146 0.1 0.0 0.0 0.3679
H -2.471186 -1.218581 -0.309535 0.0 0.1 0.1 0.3789
H 1.066892 -1.068419 -1.886415 0.1 0.2 0.0 0.2104
H 2.122143 -1.190381 1.042022 0.0 -0.1 -0.1 0.2218
H 2.503653 -2.417255 -0.198971 -0.1 0.1 0.0 0.2131
H 3.097414 -0.763900 -0.370302 -0.2 -0.1 0.1 0.2217

=====

# 2
117
Properties=species:S:1:pos:R:3:forces:R:3:mulliken_charge:R:1 method="wB97M-V/def2-TZVPD" homo_ev=-11.48 lumo_energy_ev=-4.66 charge=+1 e_tot_ev=-67564.170
C 8.858603 -2.929117 2.929248 0.4 0.2 -0.4 -0.9717
C 9.473165 -1.629039 2.194525 -0.8 -0.7 -0.7 -0.3832
C 9.162030 -1.742275 0.591212 -0.3 0.9 1.1 -0.5581
C 7.747313 -0.992667 0.357297 0.6 -0.5 -0.9 -0.4419
C 7.472606 -0.675895 -1.194891 -1.3 -0.5 0.7 -0.5086
C 5.860166 -0.465413 -1.360775 0.3 -0.7 -1.1 -0.4643
C 5.467270 0.849478 -2.193080 0.8 0.0 -0.1 -0.7371
C 5.535656 2.229851 -1.365347 -0.9 0.0 -0.5 -0.6919
C 5.101251 2.121508 0.178383 0.7 0.6 0.5 0.2252
C 4.307590 3.446335 0.709488 -0.6 -1.2 -0.4 -1.1557
C 2.751999 3.024147 0.918073 0.3 0.8 0.3 0.4990
C 1.900888 4.093251 1.768317 -1.0 -0.4 -0.2 -0.6937
C 0.886892 3.353460 2.805765 -0.1 -0.1 -0.7 -0.7075
C -0.563510 3.134078 2.114903 0.7 0.0 0.6 -0.0623
C -1.523161 2.184245 3.014202 -0.2 1.0 -0.7 -0.4961
C -3.103750 2.459089 2.702579 0.1 0.1 1.1 -0.8424
C -3.983969 1.116727 2.785665 -0.4 0.5 -0.2 0.0675
C -5.515452 1.324050 2.281572 -0.1 -0.6 -0.2 -0.3337
C -6.444626 0.021880 2.610403 0.7 0.2 0.0 -0.3893
C -7.835011 0.027651 1.799344 0.7 1.8 1.7 -0.3584
O -8.309945 -1.300784 1.436710 1.3 0.2 -2.6 -0.3592
C -7.985826 -1.572512 0.062843 -2.5 0.7 -0.9 -0.1755
O -8.886186 -1.534085 -0.796357 4.1 -0.5 3.0 -0.4658
C -6.434185 -1.852899 -0.229082 4.4 -1.0 -0.7 0.2435
C -5.720813 -3.206909 0.145085 1.8 3.4 -1.5 -0.9695
C -4.185616 -3.409336 -0.129736 -2.7 1.1 0.6 0.6559
C -3.593421 -4.831152 0.354087 -0.8 0.0 -0.3 -1.1012
C -3.295195 -5.847056 -0.888553 0.7 0.6 0.5 -0.3218
C -4.284775 -5.650665 -2.127192 -2.0 -2.7 -0.7 0.1575
N -4.127483 -4.529160 -3.093708 0.6 -2.9 0.4 -0.3916
O -5.194845 -6.523712 -2.276424 3.3 3.8 0.5 -0.5588
N -3.359007 -2.367642 -0.747819 -3.8 0.6 0.5 0.8065
C -1.908557 -2.661432 -0.959788 1.7 -0.4 0.1 -0.2597
C -1.053564 -2.693839 0.432187 0.2 -1.6 -0.1 -0.4715
O 0.262843 -2.083590 0.275321 -1.6 0.4 1.1 -0.4874
C -3.966292 -1.096739 -1.152349 -2.1 -0.4 0.3 -0.1591
C -3.140227 0.085670 -1.875433 -1.0 -0.5 0.5 -1.3264
C -2.710298 1.134797 -0.726459 -0.5 -0.7 -1.0 0.4902
P -1.582686 2.426560 -1.512353 -1.0 4.8 1.1 0.3047
O -1.963315 3.801495 -0.905112 1.4 -3.9 -1.5 -0.7404
O -1.962309 2.472253 -3.174328 1.5 -0.3 3.0 -0.3828
C -1.033030 3.437849 -3.760430 1.6 0.5 -1.7 -0.2420
C -0.028196 2.613098 -4.725659 -0.4 0.5 0.3 -0.7898
O 0.078000 2.108279 -1.294515 -2.8 -1.1 -0.8 -0.0699
C 0.323369 0.690784 -1.076016 1.1 -1.7 1.0 1.1777
C 1.908792 0.362459 -0.992107 -0.4 0.8 0.6 -0.9942
C -5.491219 -0.780851 -0.904227 0.1 -2.5 0.7 0.4028
N -6.032475 0.519868 -1.301754 0.8 -2.1 0.2 -0.2875
H 9.191348 -3.848700 2.315166 -0.5 1.3 1.3 0.2591
H 9.233144 -2.988546 4.010932 -0.6 -0.1 -1.6 0.3156
H 7.710944 -2.915017 2.934394 1.7 0.1 0.0 0.2324
H 8.889431 -0.710530 2.564140 1.3 -1.2 -0.4 0.2463
H 10.594683 -1.550887 2.395834 -1.6 0.0 -0.2 0.3198
H 9.115092 -2.855005 0.311557 -0.1 1.7 0.2 0.3038
H 9.972355 -1.254813 -0.051506 -1.1 -0.6 1.0 0.3198
H 6.938975 -1.701510 0.761763 1.0 1.1 -0.7 0.2109
H 7.661886 -0.004383 0.925931 0.3 -1.4 -0.6 0.0590
H 7.992728 0.261239 -1.591830 -0.4 -1.4 0.8 0.3461
H 7.799444 -1.599976 -1.789822 -0.4 1.5 0.6 0.2865
H 5.362793 -0.557610 -0.336723 0.6 0.4 -1.4 0.1800
H 5.487155 -1.372002 -1.978072 0.4 1.4 1.0 0.3225
H 4.452343 0.742477 -2.708625 1.3 0.0 0.9 0.2172
H 6.245380 0.933291 -3.049318 -1.3 -0.2 1.3 0.3923
H 6.576405 2.702164 -1.524548 -1.6 -0.7 0.6 0.3496
H 4.774375 2.946060 -1.867758 1.3 -1.0 0.7 0.2963
H 6.067344 1.976507 0.800490 -1.6 0.1 -0.9 0.1452
H 4.419837 1.228665 0.409216 1.1 1.2 -0.6 -0.0495
H 4.751952 3.826543 1.697394 -0.7 -0.5 -1.6 0.4002
H 4.353518 4.231623 -0.119631 0.1 -0.8 1.4 0.3022
H 2.247337 2.918863 -0.117520 0.9 -0.1 1.8 -0.4185
H 2.719274 2.019620 1.496971 0.1 1.5 -1.1 0.1430
H 2.546609 4.856888 2.319267 -0.7 -1.2 -0.7 0.4701
H 1.223830 4.682248 1.034998 1.2 -0.8 1.2 0.2961
H 1.265196 2.292558 3.068210 -0.3 1.7 -0.2 0.2597
H 0.825619 3.989061 3.754141 -0.2 -1.0 -1.2 0.3533
H -0.343858 2.631928 1.096143 -0.6 1.0 1.5 -0.2684
H -1.033449 4.174415 1.955059 0.6 -1.7 0.0 0.3424
H -1.258111 1.095676 2.760217 -0.4 1.4 0.7 0.1667
H -1.322292 2.434389 4.123321 -0.3 -0.8 -1.7 0.4542
H -3.465395 3.153726 3.555482 0.4 -1.0 -1.5 0.4879
H -3.250366 3.045783 1.724836 0.3 -1.1 1.3 0.3113
H -4.009198 0.738427 3.875591 0.1 0.5 -1.7 0.5212
H -3.458566 0.323211 2.140819 -0.9 0.9 0.9 -0.4580
H -5.950117 2.280697 2.765853 0.6 -1.6 -0.8 0.3439
H -5.562454 1.436916 1.128928 0.3 0.1 1.8 0.0196
H -5.865438 -0.920639 2.291133 -0.8 1.4 0.6 0.0260
H -6.588888 -0.014554 3.751337 0.0 -0.2 -1.8 0.4591
H -7.704063 0.736463 0.909239 -0.4 -1.2 1.0 0.1584
H -8.635791 0.519076 2.474490 1.1 -1.0 -1.3 0.4002
H -6.337648 -4.021032 0.657276 1.2 1.2 -0.9 0.4139
H -2.691663 -4.726855 1.056212 -1.3 0.0 -1.3 0.2436
H -4.406140 -5.365263 0.982481 1.2 1.3 -1.1 0.4757
H -2.180734 -5.734504 -1.153135 -1.7 -0.2 0.0 0.2972
H -3.420811 -6.904376 -0.472868 0.0 1.5 -0.9 0.4038
H -3.133587 -4.510728 -3.409857 -0.8 0.2 0.6 0.2544
H -4.633037 -4.881258 -3.937284 0.1 0.6 0.9 0.3197
H -1.800351 -3.689563 -1.479383 -0.4 1.8 0.9 0.0505
H -1.369068 -1.915423 -1.633089 -1.2 -0.8 0.9 0.1761
H -0.842356 -3.818294 0.620345 -0.4 1.8 -0.1 0.1547
H -1.648852 -2.289271 1.318929 0.7 -0.3 -1.3 0.3779
H 0.429505 -1.553505 1.097214 -0.1 -0.7 -1.1 0.3168
H -3.859077 0.656979 -2.579931 1.2 -1.2 1.1 0.4285
H -2.289668 -0.286884 -2.537222 -1.1 0.4 1.1 0.8496
H -3.677427 1.695047 -0.423149 1.8 -0.7 -0.4 0.2792
H -2.281444 0.603694 0.187131 -0.4 0.9 -1.3 -0.1991
H -0.390742 4.002887 -2.993603 -1.2 -0.9 -0.9 0.2079
H -1.615004 4.257312 -4.333717 0.7 -1.7 0.9 0.3889
H -0.609013 1.858505 -5.368894 0.8 1.4 0.8 0.2648
H 0.536919 3.391708 -5.355777 -0.8 -1.4 0.8 0.3595
H 0.725603 1.999141 -4.114703 -1.1 1.1 -0.7 0.0736
H -0.132160 0.411843 -0.047754 0.6 0.4 -1.8 -0.4378
H -0.117464 -0.004731 -1.871485 0.3 1.3 0.8 0.0018
H 2.153038 0.296783 0.133757 -0.1 0.1 -1.9 0.1078
H 2.194487 -0.621076 -1.504892 -0.6 1.5 0.7 0.4968
H 2.493087 1.258572 -1.425986 -0.9 -1.6 0.6 -0.0642
H -5.932665 0.700067 -2.310406 0.0 -0.1 0.7 0.2672
H -7.014233 0.643791 -1.021426 0.7 -0.3 -0.3 0.2871

=====

# 3
18
Properties=species:S:1:pos:R:3:forces:R:3:nbo_charge:R:1 method="wB97M-V/def2-TZVPD" homo_ev="-4.52 / -9.75" s_squared=2.01 multiplicity=3 lumo_energy_ev="0.88 / -3.18" e_tot_ev=-77446.132
C 1.529063 1.605811 -0.722430 -0.3 0.7 0.5 -0.6608
C -1.049881 0.144396 1.385578 1.4 0.1 -0.7 -0.7472
C 0.193917 -2.321874 0.109840 1.7 -4.7 1.1 -0.2673
C 0.006126 1.503342 -0.816749 -2.0 -0.5 1.7 -0.2863
C -0.649705 -0.164551 -0.002564 3.5 1.8 1.0 0.2147
O 0.361724 -1.048166 -0.319203 0.6 1.3 0.0 -0.5795
Br -2.150697 -0.545919 -1.336441 -3.2 -0.5 -3.0 0.0005
H 1.892365 2.533118 -1.248216 -0.4 -0.9 0.3 0.2328
H 1.905351 0.733379 -1.208545 0.6 -0.4 -0.5 0.2330
H 1.992500 1.633034 0.310172 -1.0 -0.1 -1.0 0.2193
H -1.795713 -0.472949 1.799045 -0.8 -1.3 0.4 0.2317
H -0.187594 0.194485 2.016901 0.5 0.1 0.9 0.2068
H -1.504565 1.089806 1.291476 -0.5 1.3 0.4 0.2279
H 0.925253 -3.132024 -0.326493 -0.7 2.2 0.1 0.1949
H -0.725904 -2.781109 -0.196277 -1.1 0.2 -0.1 0.1842
H 0.356675 -2.579602 1.196449 -0.4 1.1 -0.5 0.1705
H -0.487363 1.434552 -1.812750 1.0 0.4 0.6 0.2187
H -0.611550 2.174272 -0.119791 1.1 -0.8 -1.3 0.2061

=====

# 4
121
Properties=species:S:1:pos:R:3:forces:R:3:mulliken_charge:R:1 method="wB97M-V/def2-TZVPD" homo_ev=-9.30 lumo_energy_ev=-5.53 charge=+1 e_tot_ev=-75936.781
C 8.006217 2.009503 1.101164 -1.0 0.0 -0.9 -0.9422
C 8.709444 1.793844 -0.369154 3.7 2.8 -0.5 0.3620
N 9.807923 2.600572 -0.693121 -5.1 -3.5 1.8 -0.5608
C 8.205313 0.699539 -1.512283 -1.1 0.4 -0.2 -0.3021
C 6.567185 0.438874 -1.457486 -3.4 0.7 0.4 0.2085
C 5.895310 -1.052301 -1.589864 -3.2 3.0 0.5 -0.6286
C 4.234111 -1.211509 -1.535491 2.7 2.6 0.2 -0.5881
C 3.268768 0.097193 -1.319075 -0.4 1.2 0.3 0.2259
C 1.616708 0.028706 -1.204755 2.5 2.4 0.1 -0.1238
N 0.799237 1.287176 -1.010722 3.9 -0.7 -0.2 0.0261
Cl -0.937753 1.115874 -0.888100 1.7 0.2 -0.1 0.0540
C 1.381429 2.702287 -0.870660 4.2 -1.4 -0.5 -0.4446
C 3.030739 2.945157 -0.944167 -3.6 -3.1 -0.3 0.4787
C 3.561023 4.483791 -0.746350 -0.7 -1.2 1.5 -0.8514
S 4.477659 5.204578 -2.212663 -2.8 4.9 -6.1 0.8934
O 4.149049 4.555010 -3.578092 1.5 0.6 5.2 -0.5257
O 4.089626 6.730609 -2.323346 1.7 -5.5 1.8 -0.6112
C 3.954794 1.610793 -1.174225 1.1 -0.2 -0.2 0.4670
C 5.586198 1.739226 -1.271855 -1.0 -3.2 -0.1 0.0035
H 8.771401 2.256985 1.960878 -1.4 -0.8 -1.9 0.4054
H 7.314712 1.084152 1.325379 1.5 1.9 -0.1 0.2734
H 7.288439 2.959250 1.016040 1.5 -2.1 0.2 0.2115
H 9.979027 3.198346 0.153461 -0.1 -0.6 -0.9 0.2515
H 8.753937 -0.331801 -1.444838 -1.0 2.0 0.1 0.3998
H 8.419826 1.142281 -2.590004 -0.3 -0.8 2.3 0.0905
H 6.601750 -1.999442 -1.711124 -1.9 2.2 0.3 0.3288
H 3.786733 -2.295250 -1.653989 0.9 2.6 0.3 0.2696
H 1.111800 -1.042789 -1.274287 0.7 2.8 0.2 0.3757
H 0.634237 3.593520 -0.711615 1.5 -2.2 -0.4 0.3360
H 2.658082 5.229800 -0.516495 2.0 -1.7 -0.8 0.3943
H 4.282377 4.527938 0.180728 -1.3 -0.1 -1.8 0.3894
H 5.881621 5.169703 -1.947313 -1.5 -0.4 0.1 0.2085
H 6.071931 2.818664 -1.176292 -1.1 -2.7 -0.2 -0.0931
C -2.517832 -1.703390 0.487702 0.0 0.1 0.1 -1.4824
C -3.963621 -2.073749 0.809481 0.1 -0.2 0.2 -0.0592
N -4.151514 -2.644588 2.146036 0.0 -0.2 0.0 0.1530
C -5.477221 -3.239302 2.340108 0.1 -0.2 -0.2 -0.0458
C -6.684429 -2.305198 2.297469 -0.3 0.0 0.1 -1.0272
C -3.661972 -1.841395 3.268412 0.4 -0.1 -0.2 -1.1006
C -4.230846 -0.438235 3.436080 -0.2 0.3 0.2 -0.2845
H -1.851630 -2.563675 0.608000 -0.1 0.1 0.1 0.2757
H -2.444347 -1.365369 -0.551646 -0.1 -0.1 0.1 0.4638
H -2.154525 -0.887862 1.119634 0.0 -0.1 0.0 0.3620
H -4.270454 -2.818796 0.062469 -0.1 0.0 0.3 0.2535
H -4.596484 -1.195111 0.650935 -0.1 0.2 -0.1 0.2364
H -5.493184 -3.791321 3.288581 0.2 0.2 -0.1 0.3280
H -5.618549 -4.009963 1.570077 0.2 0.2 0.0 -0.2375
H -6.772328 -1.718783 3.213075 0.0 0.1 -0.1 0.2199
H -7.602600 -2.897703 2.211137 0.1 0.1 0.0 0.4326
H -6.656948 -1.626108 1.442133 0.0 0.0 0.1 0.2569
H -2.570694 -1.756778 3.180135 -0.1 -0.1 -0.1 0.4118
H -3.808299 -2.394364 4.204655 -0.1 -0.1 -0.3 0.2803
H -4.298164 0.107084 2.489412 0.0 -0.1 0.1 0.3176
H -3.584224 0.144893 4.097915 0.0 0.0 0.0 0.4212
H -5.220702 -0.456569 3.898583 0.1 0.1 -0.2 -0.1541
C -6.153252 -5.077625 -1.529962 0.0 0.0 0.1 -1.0029
C -6.878539 -6.303887 -2.078825 0.3 -0.1 0.0 -0.3834
N -6.226605 -7.576957 -1.759742 0.1 -0.2 -0.1 0.0789
C -6.773357 -8.711169 -2.510388 0.1 0.1 -0.2 -0.6857
C -8.225059 -9.102163 -2.243168 -0.2 -0.3 -0.1 -0.9538
C -5.972193 -7.837088 -0.341254 0.3 0.3 0.0 -0.7061
C -7.167697 -7.843490 0.602843 -0.3 -0.1 0.3 -0.9867
H -5.113990 -5.044968 -1.872387 -0.1 -0.1 0.1 0.3277
H -6.650013 -4.165984 -1.879307 0.0 -0.1 0.0 0.4658
H -6.162791 -5.052582 -0.436482 0.0 0.0 -0.1 -0.0919
H -6.908475 -6.188073 -3.171053 0.0 -0.3 0.2 0.4344
H -7.917273 -6.282609 -1.734971 -0.2 0.1 0.0 0.2576
H -6.137496 -9.591886 -2.353546 0.0 0.2 0.2 0.3473
H -6.675064 -8.487260 -3.581389 0.0 0.2 0.2 0.4030
H -8.331744 -9.630367 -1.294716 -0.1 0.1 0.0 0.2216
H -8.570063 -9.785944 -3.027368 0.0 0.1 0.1 0.3880
H -8.897070 -8.240826 -2.247460 0.1 0.0 0.0 0.2716
H -5.256604 -7.087783 0.022495 -0.1 0.0 -0.2 0.3799
H -5.434921 -8.787738 -0.234761 -0.1 0.1 -0.3 0.3327
H -7.859678 -7.016444 0.415116 0.1 -0.1 0.0 0.2310
H -6.822005 -7.745483 1.635837 0.0 0.0 0.0 0.3758
H -7.723316 -8.782591 0.544235 0.0 0.2 0.0 0.3020
C -5.767041 0.542457 6.793257 0.0 0.0 -0.1 -1.3118
C -5.776595 1.801730 7.656478 0.2 0.0 -0.2 -0.3632
N -5.290917 3.001548 6.969387 0.3 0.2 0.0 0.1091
C -5.051295 4.129556 7.874386 0.2 -0.2 0.1 -0.6686
C -6.258035 4.727374 8.594188 -0.1 0.3 0.2 -0.9645
C -5.961684 3.345596 5.713918 0.2 -0.4 -0.1 -0.3502
C -7.465066 3.587494 5.757676 -0.4 0.2 -0.1 -1.0385
H -4.768818 0.345933 6.389132 -0.1 0.1 0.0 0.2569
H -6.060495 -0.323074 7.397114 0.0 0.2 0.0 0.4755
H -6.474282 0.611606 5.961725 0.1 0.0 0.0 0.2352
H -5.121690 1.598677 8.515046 -0.1 0.3 -0.1 0.4338
H -6.783643 1.945026 8.060185 -0.2 -0.1 0.1 0.2569
H -4.534948 4.930126 7.329359 -0.1 -0.2 -0.1 0.3373
H -4.329679 3.804830 8.636398 -0.1 -0.2 -0.1 0.4009
H -6.861065 5.343412 7.925763 0.0 -0.1 0.1 0.2235
H -5.914045 5.381317 9.403870 0.0 -0.1 -0.1 0.3926
H -6.895832 3.963579 9.045132 0.0 0.0 -0.1 0.2742
H -5.768082 2.543072 4.989823 0.0 0.0 0.2 -0.0034
H -5.476993 4.223815 5.269458 0.1 -0.1 0.3 0.3710
H -7.995881 2.844631 6.361394 0.1 0.1 0.0 0.2265
H -7.876639 3.533208 4.745824 0.0 0.0 0.0 0.4146
H -7.702813 4.582546 6.141612 -0.1 -0.2 0.0 0.2883
C 7.423683 3.196559 -5.611084 0.0 0.0 -0.1 -1.3038
C 8.819500 3.803454 -5.491142 0.0 -0.3 0.0 -0.4525
N 9.905842 2.871986 -5.807004 0.2 -0.1 0.2 0.1584
C 11.229358 3.377685 -5.430945 -0.1 0.0 0.3 -0.6167
C 11.745830 4.616877 -6.158529 0.3 0.1 -0.1 -0.9692
C 9.840335 2.220209 -7.116735 -0.4 -0.2 0.1 -0.7014
C 9.813978 3.112600 -8.351050 0.1 0.1 -0.4 -0.9667
H 7.324311 2.303292 -4.986115 0.1 0.0 -0.1 0.2015
H 6.673936 3.922915 -5.279138 0.1 -0.1 -0.1 0.4209
H 7.181184 2.930288 -6.643901 0.0 0.0 0.1 0.3157
H 8.930181 4.132420 -4.448645 0.3 -0.1 -0.2 0.4341
H 8.866154 4.705630 -6.108847 -0.1 0.2 -0.1 0.2722
H 11.969460 2.574122 -5.536378 -0.2 0.0 -0.1 0.3732
H 11.214009 3.599051 -4.355026 -0.2 0.0 -0.1 0.3089
H 12.082290 4.379688 -7.168716 -0.1 0.1 0.0 0.2165
H 12.612313 5.021240 -5.622569 -0.1 -0.1 -0.1 0.4095
H 10.998673 5.412209 -6.210692 0.0 -0.1 0.0 0.2659
H 8.945983 1.583446 -7.139256 0.0 0.2 0.1 0.3594
H 10.671372 1.510471 -7.213616 0.0 0.2 0.3 0.3745
H 9.139543 3.967627 -8.240821 0.1 -0.1 0.0 0.2516
H 9.466163 2.537728 -9.214027 0.0 0.0 0.1 0.3682
H 10.810360 3.484963 -8.601304 -0.2 0.1 0.0 0.2739